[1]
A single C6H14O molecule. Source: the OMol25 dataset; level of theory: wB97M-V/def2-TZVPD.

Last column: Löwdin charge in e.
Geometry (Å):
C: -3.42913 -0.11657 -0.50428  -0.124
C: -2.26043 -0.34749 0.44099  -0.286
C: -0.93834 -0.12119 -0.26880  -0.254
C: 0.26891 -0.30112 0.63761  -0.190
C: 1.53200 0.01651 -0.13994  -0.270
O: 2.56859 0.31065 0.76082  -0.193
C: 3.79365 0.56839 0.12994  -0.128
H: -4.39047 -0.26802 -0.00586  0.068
H: -3.36413 -0.80056 -1.35900  0.073
H: -3.40115 0.90707 -0.89799  0.073
H: -2.32413 0.33624 1.29879  0.112
H: -2.28556 -1.36666 0.84882  0.111
H: -0.86556 -0.78456 -1.14532  0.123
H: -0.92469 0.90322 -0.66925  0.116
H: 0.28739 -1.30959 1.07970  0.124
H: 0.21460 0.41257 1.46931  0.123
H: 1.81166 -0.82877 -0.79610  0.129
H: 1.32284 0.89484 -0.79416  0.128
H: 4.09870 -0.26601 -0.52409  0.086
H: 4.53399 0.67300 0.92895  0.088
H: 3.75126 1.48806 -0.49013  0.092

## Properties
molar mass = 102.2 g/mol
electronic energy = -312.226836 Eh
net charge = 0
E_LUMO = 1.14 eV
relative energy (zero: lowest compared OMol25 entry of this formula, charge and spin) = 17.7 kcal per mole
orbital gap = 10.93 eV

[2]
2 unconnected molecules or ions with the total composition C6H14O. Source: the OMol25 dataset; level of theory: wB97M-V/def2-TZVPD.

Last column: Löwdin charge in e.
Geometry (Å):
C: 0.33045 -1.22595 0.14480  -0.095
C: 0.48845 0.27946 0.18319  -0.319
C: 1.73504 0.69204 0.95852  -0.075
C: -0.37898 1.12825 -0.46136  -0.274
C: -0.27437 2.65349 -0.22470  -0.081
C: -1.56736 0.79173 -1.42405  -0.064
H: 0.68810 -1.62874 1.10733  0.075
H: 0.87509 -1.72960 -0.67148  0.088
H: -0.74382 -1.45520 0.04487  0.071
H: 2.48644 -0.10799 0.84917  0.077
H: 1.42229 0.73892 2.01521  0.088
H: 2.20268 1.65341 0.68705  0.075
H: 0.19066 2.92693 0.73738  0.069
H: -1.27390 3.11703 -0.27666  0.073
H: 0.34456 3.05926 -1.04255  0.082
H: -1.41561 -0.20580 -1.86959  0.065
H: -1.64666 1.53212 -2.23777  0.075
H: -2.51575 0.78495 -0.86093  0.079
O: -0.45017 -4.60180 1.04802  -0.089
H: -0.96554 -4.13769 0.34998  0.041
H: 0.46839 -4.26480 0.94356  0.040

## Properties
molar mass = 102.2 g/mol
electronic energy = -312.215290 Eh
net charge = 0
E_LUMO = 0.78 eV
relative energy (zero: lowest compared OMol25 entry of this formula, charge and spin) = 24.9 kcal per mole
orbital gap = 9.29 eV

[3]
2 unconnected molecules or ions with the total composition C6H14O. Source: the OMol25 dataset; level of theory: wB97M-V/def2-TZVPD.

Last column: Löwdin charge in e.
Geometry (Å):
C: -1.39642 -1.10350 1.80358  -0.101
C: -1.05886 -0.13446 0.70804  -0.264
C: -1.05615 -0.81452 -0.66892  -0.201
C: -0.39554 -0.07809 -1.83670  -0.108
C: 1.81694 1.14162 -1.48855  0.217
C: 1.06243 0.02791 -1.44338  0.009
H: -1.64826 -0.71605 2.79236  0.085
H: -2.26052 -1.68727 1.47214  0.089
H: -0.57976 -1.78308 2.07189  0.085
H: -0.14883 0.45827 0.85015  0.085
H: -1.89177 0.58102 0.67604  0.123
H: -0.65851 -1.82526 -0.51579  0.128
H: -2.11364 -0.95575 -0.92343  0.137
H: -0.41458 -0.79861 -2.65514  0.154
H: -0.77386 0.92212 -2.02045  0.135
H: 1.29806 2.11467 -1.53219  0.133
H: 2.67963 1.26883 -2.13712  0.134
H: 1.52438 -0.94650 -1.25071  0.161
H: 2.23664 0.93969 1.41889  -0.011
H: 1.49133 1.84549 2.53794  0.028
O: 2.28729 1.54346 2.14135  -0.015

## Properties
molar mass = 102.2 g/mol
multiplicity = 2
electronic energy = -311.837753 Eh
net charge = +1
E_LUMO (alpha / beta) = -5.82 / -8.77 eV
relative energy (zero: lowest compared OMol25 entry of this formula, charge and spin) = 46.5 kcal per mole
orbital gap (alpha / beta) = 9.10 / 6.13 eV

[4]
2 unconnected molecules or ions with the total composition C6H14O2. Source: the OMol25 dataset; level of theory: wB97M-V/def2-TZVPD.

Last column: Löwdin charge in e.
Geometry (Å):
C: 1.41953 2.09087 -0.25181  0.019
C: 0.47590 1.53797 0.50672  -0.360
C: 0.59960 1.65299 2.00752  -0.067
C: -0.76711 0.69806 0.13222  -0.163
C: -1.01304 -0.72945 0.75504  -0.156
C: 0.29982 -1.55296 0.60760  -0.210
O: 0.68414 -1.39290 -0.77558  -0.098
H: 1.39574 2.16574 -1.35298  0.065
H: 2.38724 2.52566 0.16474  0.089
H: 1.55899 1.26930 2.27878  0.076
H: 0.57440 2.60569 2.37104  0.045
H: -0.20366 1.11475 2.55796  0.088
H: -1.57961 1.37466 0.58511  0.141
H: -0.93848 0.61337 -0.87404  0.057
H: -1.41634 -0.63323 1.79015  0.110
H: -1.67994 -1.28238 0.05585  0.100
H: 0.15619 -2.64168 0.74505  0.124
H: 1.06679 -1.14196 1.27500  0.111
H: 1.27949 -0.66503 -0.86646  0.060
O: -1.45667 -1.70940 -2.56311  -0.042
H: -0.53381 -1.54142 -2.55517  0.000
H: -1.97496 -1.12994 -2.00927  0.011

## Properties
molar mass = 118.2 g/mol
electronic energy = -387.422793 Eh
net charge = 0
E_LUMO = 0.79 eV
relative energy (zero: lowest compared OMol25 entry of this formula, charge and spin) = 53.2 kcal per mole
orbital gap = 10.33 eV